148
Properties=species:S:1:pos:R:3:lowdin_charge:R:1 method="wB97M-V/def2-TZVPD" multiplicity=1 e_tot_ev=-103564.5982 homo_lumo_gap_ev=6.625 smiles="CC(=O)OCCCCCCC1=C(CCF)C(=O)c2cccc(CCc3ccccc3)c2C1=O.Fc1ccccc1.Fc1ccccc1.Fc1ccccc1.Fc1ccccc1.Fc1ccccc1.Fc1ccccc1.Fc1ccccc1" total_charge=0
C 4.81 -2.80 2.84 -0.030
C 4.81 -1.33 2.09 -0.295
O 5.49 -0.34 2.68 -0.018
O 4.11 -1.15 0.79 -0.140
C 2.67 -0.98 1.01 -0.185
C 2.17 0.31 0.08 -0.142
C 0.83 1.04 0.68 -0.214
C -0.38 0.03 1.13 -0.201
C -1.90 0.60 0.88 -0.191
C -2.12 2.17 1.26 -0.146
C -3.34 2.36 2.36 -0.038
C -3.11 3.06 3.65 -0.054
C -1.69 3.69 4.17 -0.123
C -0.83 2.68 5.17 -0.128
F 0.50 2.31 4.65 -0.141
C -4.40 3.22 4.70 -0.176
O -4.36 4.15 5.67 -0.048
C -5.73 2.28 4.49 -0.018
C -6.81 2.10 5.71 0.008
C -8.18 1.19 5.49 -0.032
C -8.44 0.46 4.02 0.001
C -7.33 0.61 2.78 -0.062
C -7.63 -0.19 1.34 -0.164
C -6.54 -1.42 1.18 -0.184
C -7.14 -2.67 0.25 -0.146
C -7.44 -4.13 0.94 -0.042
C -8.04 -5.41 0.10 -0.078
C -8.30 -5.20 -1.51 -0.085
C -8.01 -3.74 -2.20 -0.072
C -7.42 -2.44 -1.36 -0.023
C -5.98 1.52 3.02 0.022
C -4.83 1.75 1.89 -0.154
O -5.00 1.52 0.58 -0.064
H 3.71 -3.23 2.81 0.087
H 5.18 -2.72 3.96 0.104
H 5.50 -3.60 2.30 0.100
H 2.14 -1.98 0.71 0.127
H 2.51 -0.78 2.17 0.139
H 1.92 0.00 -1.03 0.091
H 3.04 1.12 0.14 0.137
H 1.17 1.60 1.68 0.115
H 0.43 1.91 -0.03 0.126
H -0.27 -0.95 0.44 0.119
H -0.29 -0.38 2.24 0.100
H -2.33 0.40 -0.20 0.126
H -2.61 -0.03 1.61 0.106
H -1.16 2.75 1.60 0.097
H -2.49 2.71 0.26 0.132
H -1.00 4.12 3.29 0.128
H -1.94 4.66 4.84 0.123
H -1.53 1.76 5.39 0.125
H -0.69 3.24 6.22 0.133
H -6.67 2.63 6.76 0.108
H -8.99 1.03 6.32 0.087
H -9.39 -0.18 3.81 0.090
H -7.61 0.58 0.43 0.112
H -8.70 -0.70 1.40 0.121
H -6.40 -1.87 2.27 0.116
H -5.48 -1.08 0.81 0.108
H -7.26 -4.30 2.10 0.087
H -8.28 -6.45 0.61 0.087
H -8.70 -6.14 -2.11 0.082
H -8.23 -3.57 -3.34 0.076
H -7.22 -1.43 -1.92 0.094
F 1.33 -0.42 -2.94 0.042
C 2.31 -1.15 -3.48 -0.291
C 3.09 -1.96 -2.67 -0.016
C 4.11 -2.73 -3.24 -0.065
C 4.34 -2.67 -4.61 -0.081
C 3.55 -1.85 -5.42 -0.077
C 2.53 -1.09 -4.86 -0.017
H 2.90 -1.99 -1.60 0.089
H 4.72 -3.37 -2.61 0.107
H 5.14 -3.27 -5.05 0.075
H 3.74 -1.80 -6.49 0.109
H 1.90 -0.45 -5.47 0.117
F 5.92 0.53 -6.19 0.055
C 5.81 1.67 -5.49 -0.289
C 5.42 1.62 -4.15 -0.014
C 5.32 2.80 -3.42 -0.074
C 5.59 4.03 -4.04 -0.092
C 5.98 4.07 -5.38 -0.083
C 6.09 2.88 -6.11 -0.012
H 5.21 0.66 -3.70 0.111
H 5.02 2.77 -2.38 0.104
H 5.51 4.95 -3.47 0.083
H 6.19 5.02 -5.86 0.091
H 6.40 2.90 -7.15 0.115
F 7.42 6.52 -5.03 0.049
C 7.31 7.66 -4.33 -0.278
C 6.92 7.61 -3.00 -0.017
C 6.82 8.79 -2.27 -0.079
C 7.09 10.01 -2.88 -0.098
C 7.48 10.05 -4.22 -0.083
C 7.59 8.87 -4.95 -0.016
H 6.71 6.65 -2.54 0.104
H 6.52 8.76 -1.22 0.106
H 7.01 10.94 -2.31 0.101
H 7.69 11.01 -4.70 0.105
H 7.90 8.88 -5.99 0.116
F -1.86 -1.43 3.75 0.051
C -1.23 -2.27 4.59 -0.294
C -1.89 -3.40 5.05 -0.045
C -1.24 -4.28 5.91 -0.100
C 0.07 -4.00 6.32 -0.086
C 0.72 -2.85 5.87 -0.073
C 0.07 -1.98 4.99 -0.015
H -2.91 -3.60 4.72 0.126
H -1.74 -5.17 6.27 0.112
H 0.58 -4.67 7.01 0.106
H 1.74 -2.63 6.19 0.107
H 0.56 -1.09 4.62 0.108
F 6.59 -4.07 -5.85 0.036
C 7.79 -4.23 -5.27 -0.283
C 8.64 -3.14 -5.14 -0.010
C 9.89 -3.31 -4.54 -0.079
C 10.27 -4.58 -4.08 -0.097
C 9.41 -5.66 -4.21 -0.085
C 8.16 -5.49 -4.81 -0.017
H 8.33 -2.17 -5.52 0.117
H 10.56 -2.47 -4.43 0.106
H 11.24 -4.71 -3.61 0.101
H 9.71 -6.65 -3.86 0.105
H 7.47 -6.33 -4.91 0.116
F -0.48 -7.03 4.63 0.060
C -0.83 -6.85 3.35 -0.279
C -1.00 -5.56 2.86 -0.012
C -1.37 -5.37 1.53 -0.070
C -1.57 -6.48 0.70 -0.096
C -1.41 -7.77 1.20 -0.085
C -1.03 -7.96 2.53 -0.020
H -0.84 -4.71 3.52 0.079
H -1.49 -4.37 1.13 0.105
H -1.86 -6.33 -0.34 0.102
H -1.57 -8.63 0.56 0.104
H -0.89 -8.95 2.94 0.114
F -9.91 5.24 -2.04 0.060
C -8.71 5.08 -1.46 -0.292
C -7.86 6.17 -1.34 -0.022
C -6.61 6.00 -0.73 -0.082
C -6.23 4.74 -0.27 -0.087
C -7.09 3.65 -0.41 -0.077
C -8.34 3.82 -1.00 -0.012
H -8.17 7.14 -1.71 0.114
H -5.94 6.85 -0.62 0.104
H -5.26 4.60 0.20 0.096
H -6.79 2.67 -0.05 0.060
H -9.03 2.99 -1.11 0.113